10
Properties=species:S:1:pos:R:3:nbo_charge:R:1 method="wB97M-V/def2-TZVPD" e_tot_ev=-66490.24761 total_charge=+2 spin_multiplicity=3
O -1.3965 -1.5056 -1.4025 0.017
C -0.8792 -0.3957 -1.3617 0.477
Cl -1.6522 0.8954 -2.1034 0.331
C 0.4399 -0.2159 -0.6498 -0.863
B 0.3398 0.9444 0.4211 0.481
I -0.2775 0.5017 2.4384 -0.001
H 0.7325 -1.1887 -0.2441 0.301
H 1.1409 0.0821 -1.4472 0.346
H 0.5345 2.0841 0.1952 -0.006
Ni 1.0179 -1.2019 4.1542 0.916

9
Properties=species:S:1:pos:R:3:nbo_charge:R:1 method="wB97M-V/def2-TZVPD" relative_energy_kcal_mol=175.72
B -1.0716 -0.4149 0.0027 1.242
C 2.9900 -0.2439 -0.0207 -0.412
C 1.8759 -0.6524 -0.0335 0.308
O -0.5017 0.9037 0.0238 -0.909
O -2.4445 -0.4718 -0.0067 -0.933
O -0.2553 -1.5179 -0.1531 -0.560
H 3.6895 0.5421 -0.3053 0.265
H -1.2047 1.5135 0.4744 0.479
H -3.0777 0.3416 0.0182 0.519